{
  "formula": "C23H63F3N3O16S",
  "method": "ωB97M-V/def2-TZVPD",
  "species": ["C", "F", "F", "F", "S", "O", "O", "O", "C", "C", "O", "O", "H", "H", "H", "H", "H", "H", "C", "C", "O", "O", "H", "H", "H", "H", "H", "H", "C", "C", "O", "O", "H", "H", "H", "H", "H", "H", "C", "C", "O", "O", "H", "H", "H", "H", "H", "H", "C", "C", "O", "O", "H", "H", "H", "H", "H", "H", "C", "C", "C", "O", "C", "N", "H", "H", "H", "H", "H", "H", "H", "H", "H", "H", "H", "C", "C", "C", "O", "C", "N", "H", "H", "H", "H", "H", "H", "H", "H", "H", "H", "H", "C", "C", "C", "O", "C", "N", "H", "H", "H", "H", "H", "H", "H", "H", "H", "H", "H"],
  "xyz": [[0.3051, -0.1901, 1.0508], [0.0515, 0.9291, 1.7164], [0.8808, -1.0629, 1.8763], [-0.8084, -0.6928, 0.5395], [1.5511, 0.2964, -0.2866], [1.6702, -0.8307, -1.1872], [1.0128, 1.4997, -0.9309], [2.7902, 0.5653, 0.4797], [4.5263, -0.1339, 3.1065], [3.8257, 1.0957, 3.6873], [2.7437, 1.5122, 2.8941], [5.0256, 0.0385, 1.7719], [3.8415, -0.9632, 2.8709], [5.2410, -0.5254, 3.8323], [4.5084, 1.9332, 3.8524], [3.4221, 0.6921, 4.6290], [2.7451, 0.9621, 2.0801], [4.3402, 0.3955, 1.1634], [-1.9896, 3.1132, -0.0113], [-2.3374, 3.5899, 1.3849], [-3.7544, 3.6615, 1.6381], [-0.6794, 3.5512, -0.4010], [-2.6298, 3.5197, -0.7997], [-2.2050, 2.0401, -0.0813], [-1.9950, 4.6227, 1.5036], [-1.8603, 3.0043, 2.1745], [-3.8953, 3.5268, 2.5764], [-0.1986, 2.6994, -0.3723], [5.1709, 3.7179, -1.5134], [3.6841, 3.4555, -1.6814], [3.0614, 4.6546, -2.1976], [5.6477, 4.5985, -2.5551], [5.7803, 2.8153, -1.5931], [5.3464, 4.1824, -0.5400], [3.1485, 3.2718, -0.7465], [3.3927, 2.5916, -2.2869], [3.8072, 5.2405, -2.3743], [6.6027, 4.6069, -2.4601], [1.2667, -3.9290, -0.8210], [2.4109, -4.9359, -0.9761], [2.1437, -5.6628, -2.1823], [0.0370, -4.6659, -0.7838], [1.1464, -3.2203, -1.6442], [1.3095, -3.2921, 0.0625], [2.4189, -5.5513, -0.0743], [3.3627, -4.4092, -1.0808], [2.8135, -6.3524, -2.2067], [0.0202, -5.0656, -1.6624], [6.1162, -1.2783, -2.8689], [4.9495, -0.3587, -2.4872], [3.7723, -0.8940, -3.0389], [7.3336, -0.5432, -2.7954], [6.0050, -1.5246, -3.9333], [6.1236, -2.2258, -2.3217], [5.1914, 0.6042, -2.9595], [4.9521, -0.1055, -1.4228], [3.0135, -0.5129, -2.5672], [8.0401, -1.1846, -2.9074], [-1.7375, 0.8430, -3.7411], [-0.6308, 1.6128, -4.4612], [-1.1854, 2.4322, -5.6570], [-1.6923, 1.7085, -6.7466], [-1.2281, 2.0187, -8.0347], [0.0393, 2.4772, -3.5070], [-1.2482, 0.3403, -2.9069], [-2.1141, 0.0443, -4.3845], [-2.5628, 1.5176, -3.5181], [0.0579, 0.9354, -4.9855], [-0.4855, 3.1653, -6.0818], [-1.8968, 3.1247, -5.1785], [-1.8478, 1.5569, -8.7977], [-0.1665, 1.7574, -8.0660], [-1.2939, 3.0977, -8.2302], [0.0075, 2.0381, -2.5919], [1.0470, 2.4530, -3.6434], [-1.9336, -4.2869, 2.5086], [-0.8742, -4.3023, 3.5979], [-0.8037, -2.9851, 4.3833], [-2.0327, -2.8903, 5.0958], [-2.1231, -1.9253, 6.1162], [-1.1360, -5.4140, 4.5821], [-2.3153, -5.2929, 2.3149], [-1.4638, -3.9686, 1.5771], [-2.8273, -3.7773, 2.8715], [0.1515, -4.4808, 3.2649], [-0.7581, -2.2210, 3.6004], [-0.0075, -2.9612, 5.1300], [-1.3606, -2.1289, 6.8817], [-3.1390, -1.7705, 6.4552], [-1.6576, -1.0100, 5.7173], [-1.8782, -5.0158, 5.1652], [-1.7240, -6.0614, 4.0613], [-7.5770, 1.5331, 0.9352], [-6.8853, 0.2724, 1.4612], [-5.4670, 0.5877, 1.9741], [-4.7549, -0.6036, 2.3150], [-3.4394, -0.2893, 2.7221], [-7.6421, -0.1975, 2.6217], [-8.6533, 1.3656, 0.8428], [-7.2498, 1.7917, -0.0740], [-7.4645, 2.4036, 1.5806], [-6.8883, -0.5161, 0.7019], [-5.5297, 1.1087, 2.9335], [-4.9294, 1.0956, 1.1691], [-3.4157, 0.3421, 3.6169], [-2.9677, 0.2403, 1.8884], [-2.8552, -1.1851, 2.9224], [-7.1115, -0.9016, 3.1192], [-8.5450, -0.5555, 2.3412]],
  "atomic_forces_ev_per_a": [[1.455, 0.759, -1.014], [-0.585, -0.002, 0.364], [-0.334, -0.286, 0.072], [-0.047, -0.085, 0.166], [0.846, 0.705, -0.599], [-0.305, 0.032, 0.432], [0.153, -1.106, 1.007], [-1.633, -0.379, -1.002], [-1.092, -0.192, -1.761], [-0.339, -1.337, -0.018], [0.049, -0.137, -0.098], [1.499, 0.834, 0.239], [-0.671, 0.157, 1.286], [0.597, 0.228, -0.504], [0.117, -0.132, 0.108], [0.172, 0.548, 0.301], [-0.226, 0.763, 0.429], [0.419, -0.533, 0.849], [-0.581, 0.650, -0.809], [-0.253, 1.316, 0.571], [-0.087, -0.583, -0.527], [-0.684, -1.814, 1.010], [-0.554, 0.359, 0.535], [0.715, -0.216, -0.001], [0.479, -0.121, -0.197], [0.175, -0.239, -0.249], [0.005, -0.035, 0.041], [0.688, 0.930, -0.279], [0.454, -0.421, 0.005], [-1.253, 0.817, -0.044], [0.480, -0.412, 0.097], [-0.274, -0.122, 0.186], [-0.326, -0.271, 0.331], [0.011, 0.039, 0.018], [0.639, -0.160, 0.318], [0.510, 0.149, -0.462], [-0.268, 0.165, -0.327], [0.027, 0.147, -0.117], [-0.664, -0.084, -0.392], [-0.423, 1.439, -0.157], [0.290, -0.236, 0.570], [0.088, -0.037, 0.064], [0.755, -0.112, -0.160], [0.295, -0.388, 0.220], [0.024, -0.337, -0.160], [0.053, 0.037, 0.150], [-0.148, -0.096, -0.294], [-0.308, -0.214, 0.200], [-0.510, 0.256, -0.966], [1.146, 0.496, -0.652], [-0.094, 0.133, 0.417], [0.198, -0.137, 0.649], [-0.492, -0.199, 0.128], [0.100, 0.206, 0.323], [-0.031, 0.031, -0.181], [-0.418, -0.622, 0.197], [0.067, -0.434, -0.024], [0.113, 0.150, 0.040], [0.648, -0.413, -1.122], [0.114, -0.315, -1.545], [0.377, 1.885, 0.530], [-1.363, -1.141, 0.347], [0.576, 1.039, 0.789], [0.437, -0.127, 0.075], [-0.493, 0.193, 0.437], [-0.134, 0.116, -0.065], [0.074, -0.073, 0.546], [0.088, -0.479, 0.536], [0.705, -0.347, 0.467], [-0.700, -0.286, -0.421], [0.129, -0.515, 0.190], [-0.010, -0.211, -0.620], [0.008, 0.077, 0.080], [-0.449, 0.249, -0.020], [-0.075, 0.430, -0.478], [0.373, -0.445, -0.039], [0.417, -0.982, 1.661], [-1.179, -0.461, -0.147], [-1.082, -0.376, -0.102], [2.499, 0.702, -0.985], [-1.000, 0.685, -0.304], [0.387, -0.166, -0.062], [-0.632, 0.545, -0.111], [0.201, 0.618, -0.413], [-0.202, 0.065, -0.640], [0.387, 0.514, 0.473], [0.416, 0.051, -0.394], [-0.675, -0.506, 0.618], [0.012, -0.221, 0.054], [-0.824, 0.475, -0.052], [0.397, 0.027, 0.397], [0.531, -0.485, -0.041], [-0.119, -0.147, -0.516], [-0.026, 0.241, 1.082], [-0.171, -1.005, -0.462], [-0.281, -0.512, -0.026], [0.037, 0.254, -0.581], [-0.082, 0.210, 0.320], [-0.002, -0.174, 0.109], [0.254, 0.054, 0.093], [0.241, -0.119, 0.133], [0.483, 0.230, -0.284], [-0.222, 0.881, -0.410], [0.155, 0.456, 0.339], [-0.111, 0.092, 0.040], [0.317, 0.166, 0.188], [-0.327, -0.231, -0.014], [-0.175, -0.185, -0.097], [0.050, -0.200, 0.117]],
  "homo_energy_ev": -6.44,
  "charge": -1,
  "total_energy_ev": -81087.8021,
  "fmax_ev_per_a": 2.8,
  "homo_lumo_gap_ev": 8.85
}

***

{
  "formula": "C6H9B",
  "method": "ωB97M-V/def2-TZVPD",
  "species": ["B", "C", "C", "C", "C", "C", "C", "H", "H", "H", "H", "H", "H", "H", "H", "H"],
  "xyz": [[-0.8053, 0.3116, -0.3001], [1.6332, 0.6959, -0.4726], [1.8146, 1.4958, 0.6078], [0.7151, -0.3286, -0.0908], [0.9862, 0.9959, 1.6749], [0.2252, -0.1069, 1.1833], [-2.3383, -1.6672, -1.2991], [-0.8219, 1.5159, -0.6229], [1.9666, 0.8873, -1.4268], [2.4969, 2.3031, 0.8514], [0.7684, -1.3043, -0.5615], [0.9616, 1.4004, 2.6760], [-0.2320, -0.8684, 1.8267], [-3.2647, -1.7680, -0.6442], [-1.4849, -2.3310, -1.1315], [-2.6207, -1.2316, -2.2704]],
  "atomic_forces_ev_per_a": [[-0.261, -0.409, -1.311], [-1.014, -0.419, 1.355], [-0.332, 0.184, 3.195], [0.159, -1.571, -3.928], [-0.207, 0.095, -1.226], [0.275, 0.576, 3.373], [-0.048, 2.587, 1.941], [-0.530, -1.204, 0.604], [0.900, 0.028, -1.959], [-0.155, 0.137, -0.809], [-0.217, 0.006, 0.040], [-0.196, 0.095, -0.027], [0.003, 0.493, -0.427], [1.613, -0.068, -0.705], [-0.682, 0.021, -0.486], [0.693, -0.550, 0.371]],
  "homo_energy_ev": [-7.54, -7.53],
  "total_energy_ev": -7038.6745,
  "de_lowest_kj_mol": 401.3,
  "fmax_ev_per_a": 4.2,
  "homo_lumo_gap_ev": [7.48, 7.47]
}

***

{
  "formula": "C18H27N3O9S",
  "method": "ωB97M-V/def2-TZVPD",
  "species": ["O", "N", "O", "C", "C", "C", "C", "C", "C", "S", "C", "O", "C", "C", "O", "C", "O", "C", "O", "C", "O", "H", "H", "H", "H", "H", "H", "H", "H", "H", "H", "H", "H", "H", "H", "H", "C", "N", "C", "O", "C", "C", "N", "C", "C", "O", "H", "H", "H", "H", "H", "H", "H", "H", "H", "H", "H", "H"],
  "xyz": [[-5.0547, -3.5951, 0.0768], [-3.8829, -3.1928, 0.0786], [-3.4171, -2.5101, -0.8373], [-3.0485, -3.5673, 1.1729], [-3.4405, -4.6866, 1.9500], [-2.7011, -5.1286, 3.0462], [-1.5443, -4.4579, 3.4145], [-1.1312, -3.3537, 2.6793], [-1.8438, -2.8926, 1.5541], [-1.2290, -1.4453, 0.7141], [0.5790, -1.4688, 1.0409], [0.8350, -0.8064, 2.2911], [2.2163, -0.8582, 2.6954], [2.3646, -0.2157, 4.0804], [1.7616, -1.0447, 5.0858], [3.0919, -0.1295, 1.6533], [2.7975, 1.2777, 1.6572], [2.8279, -0.7378, 0.2647], [3.5267, -0.0350, -0.7722], [1.3309, -0.7048, -0.0429], [1.1550, -1.2384, -1.3572], [-4.3415, -5.2433, 1.7052], [-3.0327, -5.9922, 3.6150], [-0.9669, -4.7842, 4.2750], [-0.2401, -2.8507, 3.0330], [0.9316, -2.5044, 1.0669], [2.5413, -1.9025, 2.7634], [3.4264, -0.0776, 4.3099], [1.8908, 0.7713, 4.0776], [1.7683, -0.5990, 5.9503], [4.1485, -0.2730, 1.9038], [1.8511, 1.4250, 1.4836], [3.1660, -1.7806, 0.2718], [3.2597, 0.9188, -0.7752], [0.9788, 0.3270, -0.0142], [1.9916, -1.0825, -1.8442], [-0.7399, 3.7799, -5.7393], [-0.7329, 2.8517, -4.6090], [-1.4408, 3.0252, -3.4843], [-2.1365, 4.0194, -3.3001], [-1.2599, 1.9579, -2.3830], [-2.1329, 2.1462, -1.1302], [0.1404, 1.7448, -1.9947], [1.0767, 2.6325, -1.6471], [0.8114, 4.1245, -1.6684], [2.1774, 2.2323, -1.2949], [-0.6745, 4.8086, -5.3766], [0.1068, 3.5801, -6.3977], [-1.6686, 3.6688, -6.3025], [-0.1483, 2.0327, -4.6725], [-1.5925, 1.0237, -2.8377], [-3.1843, 2.1674, -1.4205], [-1.8937, 3.0826, -0.6286], [-1.9781, 1.3182, -0.4386], [0.4336, 0.7795, -1.9232], [-0.1173, 4.3564, -1.1539], [0.7567, 4.4703, -2.6978], [1.6310, 4.6367, -1.1667]],
  "atomic_forces_ev_per_a": [[1.379, 0.326, 0.235], [-1.576, 0.454, -1.902], [-0.177, -0.538, 1.146], [1.568, -0.861, 2.346], [0.014, 0.177, -0.068], [-0.180, 0.171, -0.371], [-0.116, 0.184, -0.379], [-0.263, -0.323, 0.022], [-0.027, -0.025, -0.164], [0.419, -0.180, -0.302], [-0.398, 0.079, 0.483], [0.233, -0.181, -0.167], [0.157, 0.263, 0.151], [-0.467, -0.018, 0.263], [0.051, 0.014, -0.113], [-0.865, 0.162, 0.017], [0.287, -0.435, 0.022], [0.261, 1.284, 0.084], [-0.110, -0.506, 0.609], [0.339, -0.388, -0.615], [-0.132, 0.158, 0.133], [0.132, 0.354, -0.202], [-0.042, 0.127, -0.172], [-0.060, 0.096, -0.137], [-0.123, 0.277, -0.245], [-0.112, -0.111, 0.055], [-0.042, -0.146, -0.006], [0.025, -0.044, -0.237], [0.050, -0.092, -0.134], [0.079, -0.090, -0.673], [-0.140, 0.368, -0.015], [0.461, -0.283, 0.108], [0.052, 0.108, -0.205], [-0.129, -0.761, 0.072], [-0.035, 0.169, 0.004], [-0.356, 0.052, 0.488], [-0.289, -0.013, 0.361], [0.693, -0.572, -0.582], [-0.343, 1.426, 0.996], [0.121, -0.682, -0.134], [-0.111, -0.289, 0.500], [-0.079, 0.383, -0.652], [-0.916, -0.379, -0.840], [0.526, 0.882, 0.319], [-0.174, -0.345, 0.065], [0.566, 0.000, 0.170], [-0.043, -0.139, -0.015], [-0.084, -0.100, 0.185], [0.070, 0.115, -0.041], [-0.061, 0.073, -0.006], [0.187, -0.166, -0.063], [0.034, 0.075, 0.096], [-0.058, 0.017, 0.009], [0.078, -0.023, -0.111], [0.063, -0.115, -0.078], [-0.168, 0.127, -0.166], [-0.161, 0.103, -0.074], [-0.005, -0.220, -0.070]],
  "homo_energy_ev": -8.84,
  "total_energy_ev": -52834.5787,
  "fmax_ev_per_a": 3.0,
  "smiles": "O=[N+]([O-])c1ccccc1S[C@@H]1O[C@H](CO)[C@H](O)[C@H](O)[C@H]1O.CNC(=O)[C@H](C)NC(C)=O",
  "homo_lumo_gap_ev": 8.12
}

***

{
  "formula": "C6H12P2",
  "method": "ωB97M-V/def2-TZVPD",
  "species": ["C", "P", "C", "C", "C", "C", "P", "C", "H", "H", "H", "H", "H", "H", "H", "H", "H", "H", "H", "H"],
  "xyz": [[-2.0668, 2.4258, -0.4221], [-2.8346, 0.7524, -0.6926], [-1.2058, -0.2564, -0.3206], [-1.6161, -1.6647, -0.4539], [0.3862, -0.2751, 0.1272], [0.8333, -1.4301, 0.9733], [1.3008, 1.0237, -0.4873], [3.0512, 0.5935, 0.0534], [-2.8841, 3.2281, -0.1867], [-1.5019, 2.6677, -1.4071], [-1.5399, 2.4774, 0.4992], [-2.5861, -1.8918, -0.6905], [-1.5824, -2.3172, 0.3991], [-0.8813, -2.1096, -1.1047], [1.8297, -1.0437, 1.4337], [0.8531, -2.1920, 0.2408], [0.0356, -1.4232, 1.7475], [3.7930, 1.1882, -0.3605], [3.3785, -0.4990, -0.3782], [3.2376, 0.7462, 1.0301]],
  "atomic_forces_ev_per_a": [[-2.098, 1.733, -1.694], [5.282, -1.318, 1.442], [-1.756, 1.116, 0.439], [2.056, -0.880, 0.520], [-2.498, 2.954, -1.587], [0.428, 3.525, 1.227], [-0.102, -0.865, 0.393], [-0.990, -3.710, -3.920], [1.138, -1.288, -1.077], [-0.702, 0.054, 2.088], [1.265, -0.274, 0.369], [-2.525, 0.145, -1.627], [0.763, 0.098, 1.261], [-0.086, -0.652, -0.837], [-1.624, -1.556, -0.800], [0.416, -1.746, 0.241], [0.759, -1.080, -0.258], [0.992, 1.620, -1.496], [-0.949, 2.396, 1.536], [0.231, -0.271, 3.779]],
  "homo_energy_ev": [-7.60, -7.60],
  "total_energy_ev": -24989.0051,
  "de_lowest_kj_mol": 316.2,
  "fmax_ev_per_a": 5.6,
  "smiles": "C/P=C(C)\\C(C)=P\\C",
  "homo_lumo_gap_ev": [7.12, 7.12]
}